(1)
C14H25GdNO2S4SbSi | the ωB97M-V functional and the def2-TZVPD basis

LUMO level (alpha / beta)   4.1 / 4.1 eV
Orbital gap (alpha / beta)   0.2067 / 0.2070 Ha
HOMO level (alpha / beta)   -1.5 / -1.5 eV
Energy relative to the best compared isomer or geometry (same formula, charge and spin)   52.1 kJ/mol
Total charge   -2
2S+1   8

Geometry (Å):
Gd: -0.4366 -0.4543 -0.0646
C: -2.3986 1.5733 1.1612
C: -1.5287 2.5121 0.5806
C: -1.4654 2.2660 -0.8036
C: -2.3200 1.1750 -1.0891
C: -2.8953 0.7478 0.1371
H: -2.6722 1.5236 2.2021
H: -1.0402 3.3190 1.1102
H: -0.9659 2.8715 -1.5489
H: -2.5816 0.8154 -2.0705
H: -3.6633 0.0052 0.2464
S: -0.4366 -1.0456 5.2232
Sb: 0.3843 -1.4688 3.1332
S: 0.9461 0.6136 2.0453
S: -1.3220 -2.3009 1.6574
S: 2.2677 -2.7616 3.0537
O: 3.5583 0.7746 -2.0026
C: 2.6356 1.1529 -1.2810
O: 1.3923 0.8782 -1.3120
C: 2.9853 2.1415 -0.1466
N: 1.6830 2.7742 0.2762
C: 1.7053 4.2215 -0.0732
C: 2.7945 4.3044 -1.1432
C: 3.8442 3.3024 -0.6291
H: 3.3929 1.5604 0.6721
H: 1.4315 2.5341 1.2314
H: 1.0081 2.2285 -0.2837
H: 1.9876 4.7916 0.8105
H: 0.7175 4.5370 -0.4008
H: 3.1714 5.3187 -1.2710
H: 2.3988 3.9518 -2.1023
H: 4.4213 3.7433 0.1874
H: 4.5234 2.9504 -1.4009
C: -1.1783 -3.4357 -4.6958
Si: -1.4721 -2.9409 -2.8987
C: -1.4975 -4.5398 -1.9304
C: -3.2083 -2.2240 -2.8703
C: -0.2713 -1.7608 -2.2402
H: -1.9180 -4.1737 -5.0421
H: -0.1754 -3.8727 -4.8126
H: -1.2362 -2.5546 -5.3537
H: -2.2063 -5.2637 -2.3551
H: -1.7717 -4.3490 -0.8830
H: -0.4984 -4.9988 -1.9262
H: -3.9526 -2.9073 -3.3041
H: -3.2403 -1.2792 -3.4373
H: -3.5055 -1.9985 -1.8354
H: -0.1556 -0.9273 -2.9475
H: 0.7141 -2.2355 -2.1868

Force components x, y, z for each atom (eV/Å):
-0.370 0.471 -0.637
-0.061 0.032 -0.207
-0.146 -0.032 -0.145
-0.275 0.010 -0.040
-0.207 0.160 0.039
-0.045 0.416 -0.226
0.157 -0.153 0.103
0.137 -0.094 0.065
0.177 -0.098 -0.005
0.065 -0.133 -0.117
-0.027 -0.312 0.058
-0.134 0.044 -0.114
0.341 -0.078 0.610
0.219 -0.558 0.468
0.239 0.108 -0.013
-0.106 -0.044 -0.136
-0.424 0.118 0.226
-0.093 -0.234 -0.226
0.184 -0.347 -0.367
0.031 0.367 -0.049
0.688 0.554 -0.338
0.159 -0.181 -0.116
0.041 -0.227 0.056
-0.188 0.195 -0.016
0.007 -0.005 0.203
-0.048 -0.024 0.654
-0.429 -0.157 -0.351
-0.005 -0.021 0.074
-0.036 -0.051 0.009
0.004 -0.002 0.002
0.034 0.073 0.086
0.005 0.004 0.021
0.022 0.000 -0.011
0.152 -0.030 -0.422
-0.299 -0.159 0.162
0.039 -0.264 0.284
-0.328 0.253 0.015
0.344 0.317 0.106
0.129 0.134 0.051
-0.206 0.079 -0.012
0.023 -0.207 0.108
0.091 0.084 0.065
0.082 -0.064 -0.194
-0.191 0.054 0.020
0.116 0.118 0.081
-0.035 -0.218 0.137
0.016 -0.033 -0.211
0.004 0.150 0.128
0.145 -0.018 0.126

=====

(2)
C14H25NO6P | the ωB97M-V functional and the def2-TZVPD basis

LUMO level   2.8 eV
Orbital gap   0.2779 Ha
Structure (SMILES)   CCCCC[C@]1(P(N)O)OC(=O)O[C@]1(C(=O)[O-])[C@H](C)CCC
HOMO level   -4.8 eV
Energy relative to the best compared isomer or geometry (same formula, charge and spin)   315.2 kJ/mol
Total charge   -1

Geometry (Å):
C: -3.9464 1.2867 0.1850
C: -3.6674 1.1734 1.8292
C: -2.3315 0.2391 2.0028
C: -1.0247 1.2544 2.1095
C: 0.3113 0.3004 2.0138
C: 1.2412 0.5556 0.6817
P: 2.5270 1.8390 1.3853
N: 1.8085 3.4566 1.1169
O: 3.9973 1.8324 0.4513
O: 0.6360 1.3042 -0.4668
C: 1.5885 1.1699 -1.5859
O: 1.7071 2.0875 -2.5552
O: 2.3722 -0.0954 -1.3939
C: 1.8120 -0.7194 -0.1782
C: 3.1380 -1.2623 0.6836
O: 4.2570 -1.4573 -0.0666
O: 3.0924 -1.4783 2.1410
C: 0.9332 -2.0989 -0.2969
C: 1.8089 -3.3813 -0.8863
C: -0.4441 -1.9738 -1.1771
C: -0.2312 -1.5603 -2.7491
C: -1.1848 -0.2253 -3.0139
H: -5.1028 1.4526 -0.0469
H: -3.6382 0.2648 -0.3169
H: -3.3349 2.1677 -0.3056
H: -3.5357 2.2560 2.2564
H: -4.5760 0.6069 2.3027
H: -2.2008 -0.5312 1.1318
H: -2.3894 -0.3902 3.0022
H: -1.0501 2.1419 1.3448
H: -1.0617 1.6897 3.2190
H: -0.0324 -0.8115 2.1353
H: 0.9750 0.5749 2.9674
H: 1.9932 3.6746 0.1124
H: 0.7702 3.3731 1.2742
H: 4.3961 2.7504 0.3697
H: 0.6093 -2.4190 0.8061
H: 2.2522 -3.9485 0.0641
H: 2.7295 -3.0416 -1.5265
H: 1.1329 -4.1538 -1.4619
H: -0.9382 -3.0600 -1.1777
H: -1.2280 -1.2635 -0.6766
H: 0.8814 -1.4179 -3.0823
H: -0.6800 -2.4177 -3.4471
H: -1.2730 0.4425 -2.0331
H: -2.2883 -0.6271 -3.2265
H: -0.8108 0.4399 -3.9151

Force components x, y, z for each atom (eV/Å):
-0.470 -0.065 0.184
-0.073 -1.055 -1.590
0.161 1.306 0.669
-0.186 -1.279 0.931
-0.097 0.702 0.330
0.077 -0.946 -1.483
1.902 -0.015 2.041
-0.002 -1.411 -1.421
-1.685 1.734 0.032
1.889 -0.364 -2.377
0.296 2.140 -2.135
-0.720 -6.326 6.320
-3.825 3.393 0.117
2.021 -1.058 3.514
5.218 -1.412 2.181
-5.945 0.860 3.640
-0.870 1.395 -7.658
-1.125 -0.433 -0.555
0.565 -0.096 1.002
0.044 -1.107 -0.142
-1.193 0.183 -0.354
-0.318 -0.187 0.073
2.504 -0.218 0.519
-0.593 2.147 0.929
-1.183 -1.870 0.999
-0.240 -2.249 -0.548
1.602 1.340 -0.770
-0.337 1.619 1.523
0.207 1.336 -1.961
-0.071 -1.882 1.306
0.077 -0.687 -2.499
0.917 2.125 -0.467
-1.118 -0.863 -2.360
-0.802 0.062 0.733
1.393 0.227 -0.421
-0.908 -1.553 0.241
0.901 1.052 -2.344
-0.827 1.257 -2.146
-1.902 -0.592 1.176
1.203 1.732 1.035
1.022 2.283 0.194
1.584 -1.147 -0.927
-2.123 -0.079 0.955
1.073 1.780 1.538
0.444 -1.363 -2.194
2.353 0.982 0.319
-0.841 -1.398 1.853

=====

(3)
C14H26B2CoF4N8O6 | the ωB97M-V functional and the def2-TZVPD basis

LUMO level (alpha / beta)   -8.4 / -8.4 eV
Orbital gap (alpha / beta)   0.2514 / 0.2568 Ha
HOMO level (alpha / beta)   -15.2 / -15.4 eV
Energy relative to the best compared isomer or geometry (same formula, charge and spin)   0.0 kJ/mol
Total charge   +2
2S+1   4

Geometry (Å):
Co: -0.3941 0.0788 0.1234
C: -1.3439 -3.9248 -0.9577
C: -0.5868 -2.7409 -0.5088
N: -1.1219 -1.6978 0.0515
O: -2.4499 -1.8728 0.3182
B: -3.1559 -0.6061 0.5774
F: -2.3646 0.1365 1.5218
F: -4.4177 -0.8298 0.9347
O: -3.1075 0.2278 -0.6940
N: -1.9342 0.8294 -0.7835
C: -1.8245 1.9580 -1.3860
C: -2.9375 2.6577 -2.0682
C: -0.4578 2.5023 -1.2759
N: 0.2949 1.8275 -0.4750
O: 1.5577 2.2822 -0.4034
B: 2.5588 1.5325 0.3369
F: 2.3184 1.6105 1.7329
F: 3.7870 1.9649 0.0204
O: 2.5189 0.0258 -0.0080
N: 1.4120 -0.6342 -0.1608
C: 1.5644 -2.0443 0.1910
C: 2.9733 -2.5769 0.0379
C: 0.0145 3.7032 -2.0047
H: -2.2773 -3.6310 -1.4312
H: -1.5924 -4.5177 -0.0723
H: -0.7163 -4.5183 -1.6168
H: -3.8859 2.1832 -1.8354
H: -2.7803 2.6227 -3.1495
H: -2.9605 3.7063 -1.7708
H: 3.6515 -2.1026 0.7438
H: 3.3372 -2.3964 -0.9715
H: 2.9400 -3.6470 0.2340
H: -0.7490 4.0813 -2.6767
H: 0.9152 3.4536 -2.5680
H: 0.2945 4.4834 -1.2946
N: 0.2072 -0.0171 2.2156
C: 1.2043 -1.0411 2.6232
C: 1.0475 -1.5016 4.0659
C: 1.2899 -0.4561 5.1551
C: 2.7415 0.0109 5.2933
N: 3.0813 1.1635 4.4566
C: 3.1299 2.4372 4.8391
N: 2.8776 2.8042 6.0941
N: 3.4259 3.3665 3.9309
C: 1.0881 -2.2411 1.6750
O: 0.7082 -3.3175 2.0198
O: 0.7311 -2.8086 -0.6611
H: 0.5169 0.8956 2.5351
H: -0.6968 -0.2142 2.6439
H: 2.1887 -0.6024 2.4419
H: 1.7336 -2.3388 4.2201
H: 0.0496 -1.9302 4.1839
H: 0.9987 -0.9196 6.0991
H: 0.6352 0.4133 5.0435
H: 3.4347 -0.7912 5.0330
H: 2.9759 0.2499 6.3295
H: 3.3154 1.0003 3.4893
H: 2.7519 2.1272 6.8252
H: 2.9782 3.7649 6.3760
H: 3.5147 3.1178 2.9581
H: 3.5119 4.3363 4.1819

Force components x, y, z for each atom (eV/Å):
-0.042 -0.028 -0.060
0.029 0.041 0.041
0.055 -0.046 -0.058
-0.062 -0.019 0.008
0.049 0.020 -0.007
-0.121 -0.037 -0.082
-0.020 0.034 0.035
0.012 0.007 0.021
0.007 -0.036 0.028
0.018 0.056 -0.011
0.083 -0.013 0.035
-0.012 -0.018 0.000
-0.054 -0.039 0.021
-0.019 0.067 0.050
0.077 -0.048 -0.083
-0.139 -0.046 -0.074
0.072 0.035 0.014
0.093 0.040 0.013
0.036 0.079 0.125
0.000 -0.090 -0.088
0.004 0.132 -0.101
-0.013 -0.051 0.041
-0.006 -0.034 0.005
0.000 -0.005 0.001
-0.018 -0.002 -0.009
-0.020 -0.012 -0.009
0.005 0.002 -0.001
-0.017 0.003 -0.003
-0.003 0.004 0.001
-0.001 0.005 -0.003
-0.020 0.003 -0.016
0.013 0.004 -0.014
0.004 0.011 -0.008
0.006 0.012 -0.001
0.013 0.003 0.003
-0.085 0.029 -0.021
0.028 0.034 -0.052
0.060 -0.085 0.020
-0.053 -0.033 0.082
0.066 0.024 -0.031
0.066 0.019 0.041
-0.010 0.010 -0.035
0.025 -0.035 0.006
-0.016 0.010 -0.004
0.026 -0.050 0.115
-0.003 0.009 -0.029
-0.028 0.027 0.032
-0.011 -0.016 0.005
0.044 -0.030 0.023
-0.016 -0.036 0.038
-0.011 0.011 0.021
-0.017 0.037 -0.010
0.010 0.005 -0.001
0.005 0.004 -0.026
-0.021 0.004 -0.024
-0.040 0.000 0.001
-0.032 -0.005 0.024
-0.003 0.011 0.002
-0.017 0.002 -0.002
0.006 0.022 0.013
0.017 -0.003 -0.001

=====

(4)
C14H26BN2PTc | the ωB97M-V functional and the def2-TZVPD basis

LUMO level (alpha / beta)   -8.8 / -11.1 eV
Orbital gap (alpha / beta)   0.2323 / 0.1493 Ha
HOMO level (alpha / beta)   -15.2 / -15.2 eV
Total charge   +2
2S+1   4

Geometry (Å):
C: 0.4819 3.2196 -2.4560
C: -0.7984 2.7584 -2.1304
C: -1.0178 1.8379 -1.0852
C: 0.0908 1.3735 -0.3238
C: 1.3972 1.7944 -0.7154
C: 1.5854 2.7147 -1.7611
C: -2.4288 1.3191 -0.8781
C: -2.4568 -0.1874 -0.5661
N: -2.6866 -1.0162 -1.7474
Tc: 0.0005 0.0010 1.2046
C: 2.5952 1.1274 -0.0622
P: 2.0346 -0.6252 0.2104
H: -1.6628 3.1098 -2.7068
H: 2.6015 3.0208 -2.0371
H: 0.6203 3.9409 -3.2686
H: 2.8138 1.5438 0.9397
H: 3.5092 1.2032 -0.6789
H: -2.9156 1.8368 -0.0385
H: -3.0185 1.5368 -1.7856
H: -1.5253 -0.4798 -0.0176
C: 3.4007 -1.4667 1.1214
C: 2.0956 -1.3700 -1.4752
H: -3.3047 -0.3653 0.1254
C: -1.5212 -1.1357 -2.6114
C: -3.2342 -2.3163 -1.3927
H: 0.1860 -0.9374 2.7381
H: -1.7842 -1.7241 -3.5079
H: -1.1903 -0.1390 -2.9466
H: -0.6535 -1.6374 -2.1134
H: -3.4797 -2.8811 -2.3097
H: -2.5356 -2.9433 -0.7835
H: -4.1620 -2.1785 -0.8103
H: 3.1129 -1.3288 -1.9029
H: 1.7570 -2.4185 -1.4263
H: 1.4001 -0.8035 -2.1161
H: 4.3576 -1.3829 0.5765
H: 3.5055 -1.0030 2.1165
H: 3.1538 -2.5336 1.2556
H: -0.3042 -1.4253 2.2661
B: 0.0005 0.0010 6.0656
C: 0.0005 0.0010 4.4656
N: 0.0005 0.0010 3.2046
H: 0.9787 -0.5613 6.4692
H: -0.9689 -0.5997 6.4308
H: -0.0288 1.1190 6.4645

Force components x, y, z for each atom (eV/Å):
-0.376 -0.045 -0.047
0.645 1.445 -1.345
-0.437 -0.994 1.033
1.116 -0.241 -1.047
-0.724 -1.213 1.313
-0.021 1.139 -1.010
1.114 0.257 -0.468
-2.090 -0.408 -0.893
1.165 0.448 1.232
-0.822 -0.124 1.364
-0.189 0.145 -0.314
1.773 0.002 -0.356
0.386 -0.078 0.201
-0.431 -0.083 0.051
-0.073 -0.344 0.349
-0.090 -0.033 -0.403
-0.358 -0.022 0.292
0.188 0.116 -0.137
0.075 -0.186 0.452
0.173 -0.449 0.017
-0.438 0.112 0.267
-0.600 0.098 0.109
0.586 -0.075 -0.293
0.027 0.006 -0.296
-0.551 -0.710 0.138
1.963 -2.812 0.554
0.122 0.300 0.431
-0.059 -0.192 0.051
-0.517 0.202 -0.084
0.108 0.320 0.436
-0.242 0.428 -0.340
0.391 -0.104 -0.310
-0.364 0.038 0.412
0.167 0.394 -0.045
0.328 -0.290 0.133
-0.501 0.048 0.104
0.016 -0.210 -0.352
0.077 0.417 -0.073
-1.844 -3.195 -4.107
-0.297 -0.366 -1.330
0.167 0.242 -3.147
0.282 5.659 8.482
0.404 -0.086 -0.425
-0.308 -0.131 -0.338
0.060 0.572 -0.263